# 1
DFT (wB97M-V/def2-TZVPD) results for a cluster of 3 separate species, C3H9NO2S in total in a non-equilibrium geometry.

The total charge is 0. The calculation puts the LUMO energy at -4.325 eV. As for the relative energy (zero: lowest compared OMol25 entry of this formula, charge and spin): 161.55 kcal per mole. The calculation puts the orbital gap at 0.19728 Eh.

Geometry as XYZ:
```
16
Properties=species:S:1:pos:R:3:forces:R:3:nbo_charge:R:1
C -0.23707 -0.75753 -1.05535 -1.86 -1.14 0.92 -0.2019
C -1.21207 -1.53443 -0.59395 0.60 0.43 -0.80 -0.3612
S -1.00597 -0.57950 2.63259 1.33 -0.23 -0.25 -0.3034
C 0.58615 0.12183 -0.13905 1.06 3.19 -3.20 0.1874
N -0.09002 1.33145 0.25506 0.95 -0.56 0.07 -0.6830
O 1.73990 0.40094 -0.68903 -0.67 -1.08 2.10 -0.5299
H -0.12424 -0.53350 -2.11446 0.51 -0.23 0.22 0.2666
H 0.70269 -0.39899 0.90759 -0.97 -0.98 1.58 0.3255
H -1.46801 -1.59355 0.46425 0.24 -0.43 -0.22 0.2118
H -1.79577 -2.06420 -1.33771 -0.30 -0.03 0.28 0.2191
H -2.11322 -0.13318 2.05447 -0.34 0.12 -0.34 0.1124
H -0.51535 1.23550 1.16117 -0.16 0.38 0.28 0.3884
H 0.61727 2.06145 0.20030 -0.46 0.38 0.08 0.3950
H 2.18076 1.19852 -3.54248 0.21 0.00 -0.02 0.4684
H 1.53477 0.85622 -2.16131 0.13 0.24 -1.38 0.4718
O 1.33125 1.05775 -3.12469 -0.28 -0.06 0.68 -0.9668
```
Forces are in eV/Å.



# 2
DFT (wB97M-V/def2-TZVPD) results for a structure of composition C17H16ClN in a non-equilibrium geometry.

The total charge is 0. The calculation puts the LUMO energy at 0.660 eV. The calculation puts the orbital gap at 0.29788 Eh.

Geometry as XYZ:
```
35
Properties=species:S:1:pos:R:3:forces:R:3:nbo_charge:R:1
Cl 2.59596 -1.22473 -0.26150 3.39 -1.89 -4.73 0.0431
C 3.93996 2.40598 1.08088 -0.27 -0.16 0.16 -0.4060
N 2.68736 1.73640 0.75316 -0.68 -1.22 2.75 -0.3614
C 2.39743 0.51826 1.37431 -1.64 3.40 0.37 0.0766
C 1.03372 0.14493 1.13898 2.79 0.44 -0.52 -0.1988
C 1.20199 -1.30340 0.60196 -4.44 -0.97 4.08 -0.3207
C -0.15512 -1.76964 0.01073 -0.32 0.08 1.39 0.0353
C -1.31869 -1.23233 0.62599 -0.20 0.04 0.00 -0.2196
C -2.59860 -1.69068 0.32068 1.23 0.25 0.20 -0.2097
C -2.73135 -2.76156 -0.54514 0.10 -0.01 -0.05 -0.0314
C -4.10058 -3.18966 -0.86453 -2.12 -0.63 -0.60 -0.6270
C -1.60739 -3.37634 -1.07466 0.27 0.18 -0.02 -0.2184
C -0.33123 -2.87345 -0.79945 0.05 -0.10 -0.23 -0.2076
C 0.45723 1.27904 0.38009 2.10 0.78 -0.25 -0.0877
C -0.63957 1.54858 -0.44636 -0.77 -0.79 -0.12 -0.1532
C -0.81476 2.79105 -1.03278 0.45 0.21 0.36 -0.2487
C 0.13306 3.80292 -0.88787 -0.07 -0.02 0.06 -0.2116
C 1.32882 3.55294 -0.26933 0.62 -0.68 0.79 -0.2576
C 1.49085 2.31731 0.33585 -0.54 -1.81 -0.59 0.1471
H 3.84354 3.43629 0.71253 0.55 -0.34 0.29 0.2164
H 4.07132 2.36056 2.18964 0.14 0.39 -0.90 0.2054
H 4.75982 1.84781 0.58109 -0.35 0.63 0.29 0.2142
H 3.18939 0.11202 2.02391 -0.59 -0.28 -0.78 0.2210
H 1.49866 -2.07462 1.43466 -1.10 1.49 -1.02 0.2264
H -1.27445 -0.43358 1.36895 0.38 -0.23 -0.31 0.2325
H -3.48066 -1.22704 0.76868 0.31 -0.14 -0.09 0.2125
H -4.13024 -4.15395 -1.44039 -0.03 0.88 0.54 0.2158
H -4.71795 -3.30888 0.07277 0.60 0.01 -0.95 0.2197
H -4.63363 -2.40116 -1.48208 0.58 -0.90 0.59 0.2225
H -1.73250 -4.26136 -1.69711 0.10 0.22 0.05 0.2117
H 0.55030 -3.35613 -1.19643 0.03 -0.14 -0.17 0.2144
H -1.36018 0.75933 -0.69752 0.27 0.49 0.34 0.2164
H -1.68867 3.00800 -1.61374 -0.36 -0.13 -0.19 0.2122
H -0.03006 4.78509 -1.26488 -0.28 0.51 -0.46 0.2097
H 2.16621 4.23201 -0.20110 -0.21 0.43 -0.28 0.2065
```
Forces are in eV/Å.



# 3
DFT (wB97M-V/def2-TZVPD) results for a structure of composition C4H2MgO2 in a non-equilibrium geometry.

The total charge is +1. As for the spin multiplicity: 2. The calculation puts the LUMO energy (spin up / spin down) at -7.725 / -7.489 eV. As for the relative energy (zero: lowest compared OMol25 entry of this formula, charge and spin): 84.76 kcal per mole. Its expectation value of S² is 0.864. The calculation puts the orbital gap (spin up / spin down) at 0.10330 / 0.14191 Eh.

Geometry as XYZ:
```
9
Properties=species:S:1:pos:R:3:forces:R:3:nbo_charge:R:1
H 2.74495 -1.26625 1.14295 -0.82 -0.50 -2.97 0.2846
O 1.13332 -0.88339 3.04736 1.16 0.09 0.88 -0.3649
C 1.65659 -0.70349 2.02856 -4.07 -0.18 -0.35 0.5668
C 1.51417 -0.99026 0.64498 4.11 -0.13 4.31 -0.3555
C 0.93756 -0.22257 -0.20863 -1.86 2.37 -3.07 0.0416
C 0.15102 0.73146 -0.81538 4.64 -0.71 2.41 0.1535
O -1.00335 0.52162 -1.26023 -4.33 0.15 -1.97 -0.9028
Mg -2.35487 1.31486 -2.47614 1.32 -0.79 0.96 1.4020
H 0.57544 1.75195 -0.80406 -0.14 -0.29 -0.19 0.1746
```
Forces are in eV/Å.



# 4
DFT (wB97M-V/def2-TZVPD) results for the molecule C12H11Cl2N in a non-equilibrium geometry.

The total charge is 0. As for the structure (SMILES): [H]/N=C1\C=CC=C[C@@H]1[C@H]1C=C[C@@H](Cl)C(Cl)=C1. The calculation puts the LUMO energy at -0.051 eV. As for the relative energy (zero: lowest compared OMol25 entry of this formula, charge and spin): 38.76 kcal per mole. The calculation puts the orbital gap at 0.31835 Eh.

Geometry as XYZ:
```
26
Properties=species:S:1:pos:R:3:forces:R:3:nbo_charge:R:1
H -2.79687 0.23017 0.81289 1.91 -1.41 -1.63 0.3336
N -1.84929 -0.18329 0.39060 -2.28 2.08 2.09 -0.6013
C -1.15790 0.86544 0.13682 0.06 -0.17 0.12 0.2417
C -1.75318 2.18718 0.08053 -0.47 -0.87 0.81 -0.2260
C -1.10144 3.24868 -0.31859 -0.79 2.18 0.84 -0.1930
C 0.25781 3.23831 -0.66962 3.54 1.53 -1.31 -0.2561
C 1.00502 2.14166 -0.52319 0.57 -1.33 -0.81 -0.1297
C 0.34591 0.82850 0.01056 2.12 -0.21 0.13 -0.3124
C 0.93828 -0.51679 -0.62588 -0.22 1.20 -1.89 -0.2636
C 1.90615 -1.19249 0.24278 -2.05 -3.18 1.23 -0.1580
C 1.51913 -2.37687 0.86084 3.01 3.36 -0.04 -0.1956
C 0.19112 -2.97049 0.86582 -1.31 0.44 -1.54 -0.2894
Cl -0.68922 -2.46470 2.33924 -0.21 0.00 0.60 -0.0450
C -0.55303 -2.49069 -0.38561 0.27 -2.96 1.64 0.0579
Cl -1.79536 -3.64621 -0.86084 0.23 0.73 -0.13 -0.0172
C -0.21194 -1.43739 -1.04627 2.98 0.57 0.61 -0.1930
H -2.73458 2.26091 0.49802 -0.66 0.11 -0.07 0.2072
H -1.54256 4.23139 -0.16433 -0.27 -0.15 -0.44 0.2172
H 0.79171 4.21050 -1.04059 -1.27 -1.89 0.67 0.2223
H 2.09876 2.12213 -0.89353 -1.87 -0.08 0.93 0.2169
H 0.78253 0.69321 1.03605 -0.89 0.58 -0.29 0.2642
H 1.62850 -0.14330 -1.47838 -1.75 -0.78 0.49 0.2233
H 2.86624 -0.71314 0.21897 0.55 -0.38 0.80 0.2161
H 2.21181 -2.76535 1.58368 0.36 -0.51 0.08 0.2146
H 0.19725 -4.06534 0.91371 0.13 0.35 -0.14 0.2454
H -0.55483 -1.29201 -1.98370 -1.69 0.78 -2.75 0.2200
```
Forces are in eV/Å.



# 5
DFT (wB97M-V/def2-TZVPD) results for a cluster of 7 separate species, C25H53O14PS in total in a non-equilibrium geometry.

The total charge is 0. As for the structure (SMILES): O=[SH](=O)CP.CCOC(C)=O.CCOC(C)=O.CCOC(C)=O.CCOC(C)=O.CCOC(C)=O.CCOC(C)=O. The calculation puts the LUMO energy at 0.398 eV. The calculation puts the orbital gap at 0.35246 Eh.

Geometry as XYZ:
```
94
Properties=species:S:1:pos:R:3:forces:R:3:mulliken_charge:R:1
O 0.34536 1.00137 4.40412 0.33 1.44 0.40 -0.6252
S 0.50814 -0.27355 3.80657 -0.65 -0.51 0.86 0.9963
O -0.65977 -0.85546 3.23805 -0.34 -0.92 -0.84 -0.5045
C 1.13219 -1.39835 5.06421 0.71 1.06 -0.44 -0.5747
P 2.26577 -0.61213 6.29974 1.41 -1.51 0.48 -0.0223
H 1.47308 -0.16908 2.85855 0.17 -0.31 0.10 0.0454
H 0.25966 -1.81793 5.53639 -0.38 -0.11 0.09 0.1376
H 1.70485 -2.18050 4.58974 -0.03 -0.34 -0.34 0.4403
H 2.62676 0.61213 5.73207 -0.65 0.36 0.08 0.0497
H 1.45527 -0.35740 7.41228 -0.46 0.70 -0.36 0.0511
C -3.22192 0.37681 2.22437 -0.07 -0.07 -0.27 -0.7011
C -4.27164 1.21280 1.52402 0.07 -0.10 0.27 -0.5924
O -4.12880 1.16982 0.09578 0.02 0.29 -0.03 -0.3884
C -4.64088 0.19122 -0.67526 0.04 -0.34 0.12 0.8396
C -5.15948 -1.06497 -0.02392 -0.36 0.49 -0.14 -0.9767
O -4.60471 0.33523 -1.86955 0.00 0.11 -0.09 -0.6215
H -3.31366 -0.67731 1.96695 -0.04 -0.02 0.09 0.1506
H -3.31286 0.47414 3.30605 0.01 0.03 0.01 0.3682
H -2.22401 0.69528 1.93433 0.01 0.10 0.03 0.2625
H -5.28539 0.93391 1.81496 -0.01 -0.05 -0.06 0.3731
H -4.14843 2.26279 1.78424 -0.03 0.05 -0.12 0.3943
H -4.37066 -1.80908 -0.01865 0.04 -0.04 0.06 0.3174
H -5.99007 -1.43960 -0.61594 0.10 -0.08 -0.14 0.4215
H -5.52013 -0.92314 0.98829 0.18 -0.05 0.08 0.1572
C 3.90335 -0.44787 -2.10360 0.13 -0.17 0.01 -0.8418
C 3.06312 -0.38454 -0.84736 0.06 0.15 -0.18 -0.4231
O 3.32659 -1.47981 0.04049 -0.26 -0.06 0.12 -0.3455
C 4.33000 -1.47393 0.93770 0.30 0.12 -0.14 0.7003
C 5.39471 -0.40517 0.85241 -0.24 0.34 0.16 -0.8635
O 4.38391 -2.35260 1.75408 -0.14 -0.08 0.10 -0.6018
H 4.96828 -0.37135 -1.88335 0.00 0.10 0.03 0.1416
H 3.63405 0.36194 -2.78122 -0.02 0.01 0.00 0.3594
H 3.74391 -1.39626 -2.61623 -0.07 0.02 -0.05 0.2871
H 3.17208 0.56683 -0.32476 0.06 -0.01 0.02 0.3588
H 2.01002 -0.48142 -1.10569 -0.03 -0.10 0.08 0.3610
H 6.23579 -0.79421 0.28113 0.01 0.00 -0.03 0.1420
H 5.73054 -0.17474 1.85972 0.10 -0.19 0.04 0.3841
H 5.06087 0.52834 0.40759 0.08 -0.05 -0.17 0.3389
C -3.68678 -3.15607 5.56965 0.07 -0.09 -0.07 -0.9699
C -4.79125 -2.38635 4.87743 0.07 -0.08 0.20 -0.4237
O -4.69949 -2.49205 3.45504 -0.09 0.25 -0.07 -0.3303
C -5.21852 -3.51021 2.74346 0.14 -0.21 0.11 0.8700
C -5.72834 -4.74201 3.45408 -0.34 0.18 0.13 -1.2586
O -5.20057 -3.42633 1.54698 -0.06 -0.26 0.02 -0.5089
H -3.74921 -4.22477 5.36411 -0.06 -0.02 0.04 0.2863
H -3.73995 -3.00965 6.64863 -0.01 0.01 0.01 0.3980
H -2.71513 -2.81139 5.21543 -0.01 0.06 0.00 0.2172
H -5.78337 -2.67937 5.22344 0.00 -0.06 -0.03 0.3549
H -4.68625 -1.32369 5.08769 0.00 0.04 -0.10 0.3545
H -4.93225 -5.48458 3.47828 0.03 0.00 0.01 0.2911
H -6.56107 -5.14053 2.88175 0.09 -0.06 -0.14 0.3426
H -6.08384 -4.56214 4.46567 0.15 -0.01 0.04 0.3709
C -4.14584 4.60571 -1.51306 -0.01 0.18 0.06 -1.0268
C -5.45594 3.92269 -1.18724 0.14 0.05 -0.21 0.2694
O -6.04267 4.44178 0.01615 -0.09 -0.22 0.10 -0.3026
C -6.81523 5.54135 0.04959 0.14 0.17 -0.12 0.6910
C -6.89008 6.43739 -1.16704 -0.25 -0.23 -0.21 -0.9063
O -7.38391 5.81942 1.06893 -0.05 -0.01 0.10 -0.5844
H -4.27977 5.67113 -1.70548 -0.02 -0.01 -0.07 0.3631
H -3.69182 4.14972 -2.39236 0.00 -0.04 0.01 0.3524
H -3.45578 4.51058 -0.67485 0.01 -0.08 0.00 0.2539
H -6.16511 3.96828 -2.01479 -0.03 0.10 0.02 0.3541
H -5.27157 2.87308 -0.98916 -0.04 -0.03 0.10 -0.3378
H -6.16339 7.24035 -1.05426 0.03 0.00 0.01 0.2474
H -7.88590 6.86981 -1.20580 0.01 0.11 0.14 0.3046
H -6.71842 5.92715 -2.11106 0.15 0.02 0.02 0.3215
C 10.47398 1.18076 -0.84647 0.00 0.14 0.00 -1.0909
C 9.06848 0.69845 -1.13743 0.22 -0.01 -0.07 -0.3470
O 8.08720 1.69555 -0.84021 -0.21 -0.18 0.17 -0.3502
C 7.73306 2.67430 -1.69794 0.22 0.13 -0.11 0.7542
C 8.56551 2.91774 -2.93569 -0.13 -0.31 -0.20 -0.9663
O 6.79470 3.36589 -1.42089 -0.13 0.01 0.06 -0.5572
H 10.74484 2.03223 -1.47033 0.01 -0.04 -0.06 0.2830
H 11.19427 0.38210 -1.02332 -0.01 -0.02 0.00 0.3728
H 10.55421 1.49933 0.19234 -0.01 -0.05 0.03 0.3110
H 8.95716 0.34221 -2.16253 0.00 0.05 -0.03 0.3784
H 8.82638 -0.13871 -0.48503 -0.09 0.03 0.04 0.3140
H 9.28966 3.70203 -2.72065 0.02 0.00 0.02 0.2652
H 7.90273 3.26060 -3.72484 -0.04 0.16 0.06 0.3119
H 9.08668 2.03862 -3.30669 0.10 0.04 0.10 0.3303
C -0.30064 -2.60784 -4.15455 0.07 -0.11 -0.02 -0.9314
C 0.48684 -1.53613 -4.87871 -0.21 -0.11 0.06 -0.4247
O 1.84338 -1.92960 -5.11112 0.15 0.24 0.10 -0.3572
C 2.23429 -2.67280 -6.16523 -0.17 -0.22 -0.02 0.7342
C 1.19229 -3.35544 -7.02186 -0.12 0.33 -0.20 -0.9564
O 3.40730 -2.82275 -6.35915 0.13 0.03 0.01 -0.5651
H -0.37415 -3.52157 -4.74401 -0.05 0.02 -0.05 0.2783
H -1.30921 -2.25673 -3.93675 0.00 0.03 0.01 0.3651
H 0.18925 -2.86497 -3.21557 0.00 0.05 0.03 0.2715
H 0.01002 -1.23040 -5.81070 0.01 -0.04 -0.03 0.3582
H 0.55514 -0.64707 -4.25460 0.10 0.03 -0.01 0.3328
H 1.05713 -4.37402 -6.66152 -0.01 -0.01 0.03 0.2634
H 1.56583 -3.39166 -8.04112 0.13 -0.12 0.02 0.3078
H 0.22921 -2.85159 -7.04495 -0.03 -0.08 0.13 0.3254
```
Forces are in eV/Å.